Density functional theory data (ωB97M-V/def2-TZVPD) for an isolated ion of composition CH3O2 and charge +1 in a non-equilibrium geometry.

The maximum force is 7.507 eV/Å. The calculation puts the frontier orbital gap (spin up / spin down) at 0.2721 / 0.2719 hartree. The total charge is +1. Its energy relative to the best compared isomer or geometry (same formula, charge and spin) is 206.1 kcal per mole.

Each line ends with the Mulliken charge.
Cartesian coordinates (Å):
O  -0.77  -1.14  -1.64  0.232
O  0.05  0.06  -1.04  0.081
C  0.08  0.24  0.26  -0.384
H  -0.54  -0.43  1.04  0.354
H  1.20  -0.07  0.68  0.362
H  -0.01  1.35  0.70  0.354

***

Density functional theory data (ωB97M-V/def2-TZVPD) for C30H41B2BrClF21I3LiN2NaO9P as an isolated structure in a non-equilibrium geometry.

The maximum force is 6.339 eV/Å. The calculation puts the frontier orbital gap at 0.0615 hartree. The total charge is 0.

Each line ends with the Mulliken charge.
Cartesian coordinates (Å):
I  -4.67  -2.10  1.34  0.122
I  -3.17  -0.45  -0.68  0.538
I  -3.66  -5.26  1.96  0.103
Br  9.27  1.60  2.81  -0.653
Cl  -3.71  1.10  2.58  -0.016
P  0.10  -0.54  -1.82  0.253
Na  2.18  -4.43  -0.01  0.956
F  2.68  3.02  1.05  -0.211
F  -0.86  1.61  0.20  -0.428
F  1.17  2.65  -4.99  -0.363
F  1.12  2.92  4.32  -0.365
F  5.07  2.21  -0.35  -0.131
F  4.80  3.87  2.76  -0.322
F  6.63  0.22  1.61  -0.284
F  1.46  2.93  -7.29  -0.406
F  7.09  2.11  2.77  -0.289
F  -0.06  3.39  1.59  -0.320
F  1.87  0.98  3.54  -0.315
F  1.10  0.74  0.87  0.371
F  0.74  4.73  -5.98  -0.392
F  3.96  2.67  4.45  -0.289
F  -1.03  2.44  3.29  -0.314
F  4.94  0.58  3.65  -0.340
F  3.91  0.58  1.65  -0.168
F  7.24  1.67  -0.31  -0.243
F  2.34  4.40  2.78  -0.324
F  -0.69  2.92  -6.39  -0.421
F  6.61  3.64  0.51  -0.242
O  4.43  -2.88  -2.16  -0.477
O  -9.90  3.14  -0.22  -0.585
O  -6.55  0.57  -1.83  -0.534
O  0.93  -3.92  -1.24  -0.880
O  5.64  -4.74  -1.71  -0.313
O  -1.39  -3.65  -2.03  -0.731
O  1.15  -1.61  2.80  -0.621
O  6.65  -2.92  -2.54  -0.361
O  -5.87  2.06  0.43  -0.368
N  0.73  -2.08  0.63  0.609
N  -9.60  5.23  0.55  -0.332
C  6.21  2.29  0.43  0.548
C  -2.51  -2.62  1.03  -1.761
C  -11.73  4.67  -0.47  -1.008
C  2.56  3.03  2.43  0.570
C  2.93  0.23  -1.66  -0.623
C  -0.78  -4.42  2.11  -0.485
C  4.02  2.71  3.03  0.418
C  -7.24  1.88  0.06  -0.054
C  1.92  -0.80  -2.35  -0.266
C  0.42  -1.33  1.84  -1.543
C  -0.93  -0.39  1.75  2.509
C  6.15  1.55  1.83  0.526
C  4.70  1.38  2.49  0.543
C  -2.14  -3.62  2.19  -0.578
C  5.47  -3.46  -2.14  0.545
C  -0.25  0.98  1.32  1.296
C  -1.40  0.64  -3.87  -0.806
C  1.37  2.22  3.10  0.561
C  -0.35  -1.72  -0.39  0.048
C  7.67  -3.80  -2.07  0.452
C  -7.34  1.69  -1.44  -0.310
C  -0.03  2.17  2.34  -0.146
C  -1.40  -0.55  3.28  -1.865
C  -0.89  -0.84  -3.40  -0.167
C  -2.78  0.65  5.14  -1.132
C  6.96  -5.12  -2.07  -0.430
C  -2.85  -0.06  3.67  -0.247
C  -1.58  -1.37  0.61  -1.048
C  -10.35  4.26  -0.04  0.713
C  8.89  -3.74  -2.98  -0.845
B  0.67  3.31  -6.16  0.594
B  -0.31  -3.10  -1.25  0.587
Li  10.50  -5.68  -1.38  0.680
H  1.68  -1.73  0.41  0.417
H  -0.29  -1.24  -4.28  0.420
H  3.09  0.00  -0.54  -0.284
H  -8.67  4.98  0.85  0.176
H  2.48  1.27  -1.74  0.345
H  -11.83  4.54  -1.55  0.254
H  1.94  -0.57  -3.47  0.561
H  -2.54  0.69  -3.81  0.181
H  -6.95  2.57  -1.97  0.215
H  2.26  -1.88  -2.24  -0.209
H  -0.96  -4.24  -2.69  0.264
H  -3.70  0.31  5.73  0.350
H  8.66  -4.11  -3.98  0.369
H  1.40  -3.86  -2.10  0.271
H  9.72  -4.34  -2.57  -0.305
H  7.95  -3.48  -1.06  0.306
H  -7.82  2.74  0.39  -0.165
H  -2.72  -3.29  0.12  1.187
H  -0.66  0.09  3.90  0.447
H  -5.76  0.59  -1.27  0.161
H  -12.46  4.04  0.04  0.262
H  0.13  -3.91  2.56  0.035
H  -8.37  1.51  -1.75  0.341
H  -5.59  2.93  0.10  0.263
H  -1.80  0.45  5.67  0.316
H  3.97  0.22  -2.13  0.501
H  -2.91  1.77  4.94  0.287
H  -9.92  6.16  0.72  0.183
H  -1.86  -1.43  -3.25  0.401
H  -7.60  0.99  0.59  0.240
H  -0.55  -4.85  1.06  0.027
H  -1.19  -1.59  3.71  0.618
H  9.23  -2.71  -3.10  0.363
H  -1.03  1.46  -3.16  0.208
H  -0.93  -5.36  2.75  0.555
H  -1.12  0.87  -4.94  0.288
H  6.93  -5.60  -3.06  0.307
H  7.38  -5.82  -1.35  0.351
H  -3.49  -1.00  3.86  0.417
H  -11.94  5.72  -0.22  0.339
H  -2.39  -3.29  3.26  0.546

***

Density functional theory data (ωB97M-V/def2-TZVPD) for C4H6OV as an isolated structure in a non-equilibrium geometry.

The maximum force is 2.894 eV/Å. The calculation puts the frontier orbital gap (spin up / spin down) at 0.2746 / 0.3572 hartree. The expectation value of S² is 6.003. As for the multiplicity: 5. The total charge is +1.

Each line ends with the Mulliken charge.
Cartesian coordinates (Å):
V  -1.23  -2.59  1.16  0.841
O  -0.79  -1.01  0.18  -0.439
C  -1.49  0.00  -0.53  -0.280
C  1.95  0.06  -0.28  -0.565
C  -0.42  0.43  0.48  0.089
C  0.95  0.83  0.14  -0.301
H  0.77  1.92  -0.11  0.257
H  1.87  -1.03  -0.22  0.201
H  2.93  0.48  -0.48  0.285
H  -1.23  0.09  -1.58  0.269
H  -0.78  0.72  1.47  0.353
H  -2.55  0.10  -0.25  0.289

***

Density functional theory data (ωB97M-V/def2-TZVPD) for C19H18N2O2PPdS as an isolated structure.

The maximum force is 0.721 eV/Å. The calculation puts the frontier orbital gap at 0.2144 hartree. The total charge is -1. Its energy relative to the best compared isomer or geometry (same formula, charge and spin) is 40.3 kcal per mole.

Each line ends with the Mulliken charge.
Cartesian coordinates (Å):
Pd  -0.20  -2.52  -0.65  -0.703
S  1.78  -2.73  1.12  -0.422
P  -0.01  -0.35  -0.48  1.210
O  0.30  -2.94  2.07  -0.393
O  -1.43  -2.21  3.19  -0.671
N  -1.51  -4.39  0.21  -0.306
N  -0.42  -5.37  0.26  -0.600
C  -3.72  1.19  -1.24  -0.505
C  -2.62  0.37  -1.00  -0.544
C  -0.45  -1.95  2.52  0.410
C  -2.26  3.09  -1.32  -0.745
C  3.79  0.75  -1.60  -0.758
C  2.70  0.33  -0.86  -0.442
C  -3.54  2.55  -1.40  -0.391
C  3.62  1.22  -2.90  -0.426
C  -0.02  -0.49  2.40  -0.297
C  0.80  1.55  1.44  -0.129
C  -1.34  0.90  -0.89  0.094
C  0.42  1.45  3.79  -0.588
C  -1.17  2.27  -1.06  0.298
C  1.41  0.38  -1.40  0.498
C  1.26  0.83  -2.71  -0.374
C  2.35  1.26  -3.45  -0.637
C  -0.02  0.14  3.64  -0.806
C  0.86  2.15  2.68  -0.958
C  0.35  0.24  1.25  1.104
H  0.27  0.85  -3.15  0.439
H  2.84  -0.05  0.15  0.407
H  -2.32  -4.92  -0.08  0.231
H  -2.75  -0.70  -0.88  0.277
H  -4.71  0.76  -1.31  0.384
H  2.20  1.61  -4.46  0.382
H  -0.16  -5.50  1.23  0.318
H  -2.10  4.16  -1.46  0.383
H  4.78  0.71  -1.16  0.389
H  -0.36  -0.42  4.50  0.466
H  -1.66  -4.00  1.14  0.107
H  1.13  2.12  0.58  0.325
H  -0.18  2.71  -1.03  0.203
H  0.35  -4.85  -0.15  0.297
H  4.48  1.55  -3.48  0.360
H  1.23  3.16  2.77  0.398
H  0.42  1.90  4.78  0.364
H  -4.38  3.20  -1.60  0.353

***

Density functional theory data (ωB97M-V/def2-TZVPD) for C31H47ClN6O5ReS2Si4 as an isolated structure.

The maximum force is 0.411 eV/Å. The calculation puts the frontier orbital gap (spin up / spin down) at 0.2463 / 0.2310 hartree. The expectation value of S² is 0.760. As for the multiplicity: 2. The total charge is 0. Its energy relative to the best compared isomer or geometry (same formula, charge and spin) is 15.9 kcal per mole.

Each line ends with the Mulliken charge.
Cartesian coordinates (Å):
Re  -0.94  0.29  1.39  2.703
Cl  -4.14  2.04  1.78  -0.139
S  -4.61  -1.50  3.97  -0.071
S  -3.04  -0.79  1.50  -0.344
Si  -1.09  0.52  -1.20  0.049
Si  -2.16  -1.24  -2.40  0.595
Si  0.94  0.69  -2.42  -0.102
Si  -2.19  2.44  -2.07  0.944
O  1.43  -5.76  -0.62  -0.666
O  8.15  -1.36  1.64  -0.617
O  1.14  0.07  1.17  0.300
O  7.96  0.35  0.35  -0.610
O  1.47  -0.68  3.26  -0.664
N  7.50  -0.49  1.10  1.019
N  -1.41  0.49  3.45  1.019
N  -0.43  -1.94  1.40  0.905
N  0.07  2.09  2.01  0.379
N  -2.44  -0.16  4.07  -1.855
N  2.50  -3.83  -1.09  -0.195
C  0.32  -2.53  0.47  -0.689
C  -0.72  -2.63  2.51  -0.540
C  -5.53  -2.14  2.56  -0.784
C  -0.34  -3.94  2.71  -1.264
C  -3.24  -0.73  3.22  -0.042
C  1.65  4.06  3.12  -0.628
C  -3.74  -1.87  -1.61  -1.264
C  5.29  0.53  0.74  -0.617
C  -4.05  2.24  -1.82  -1.091
C  0.96  3.19  3.94  -0.923
C  0.16  2.21  3.36  1.405
C  0.75  -3.84  0.59  0.480
C  3.36  -0.36  1.86  0.061
C  0.39  -4.57  1.72  -0.757
C  -1.61  4.11  -1.36  -1.388
C  5.51  -1.37  2.24  -0.644
C  -2.67  -0.74  -4.15  -1.188
C  1.88  -0.33  2.16  0.056
C  3.93  0.55  0.99  0.175
C  -1.06  -2.76  -2.61  -1.149
C  -1.94  2.77  -3.91  -1.253
C  1.79  2.37  -2.24  -1.161
C  1.58  -4.57  -0.44  0.056
C  -2.36  2.07  1.46  -0.036
C  2.25  -0.59  -1.99  -0.212
C  0.72  2.94  1.23  -0.394
C  0.70  0.42  -4.27  -1.198
C  4.15  -1.32  2.50  -0.625
C  -0.73  1.35  4.12  -1.249
C  6.05  -0.44  1.37  -0.195
C  1.53  3.94  1.74  -0.959
H  -2.26  2.61  0.53  -1.014
H  -3.13  -1.61  -4.63  0.479
H  -0.98  -3.34  -1.69  0.212
H  -2.38  4.86  -1.59  0.510
H  -1.84  -0.41  -4.77  0.345
H  -4.30  1.67  -0.93  0.144
H  -5.84  -1.34  1.90  0.229
H  2.23  2.50  -1.25  0.159
H  2.04  4.61  1.07  0.565
H  1.01  3.26  5.01  0.544
H  0.35  -0.59  -4.48  0.238
H  0.54  -1.93  -0.40  0.448
H  1.10  3.21  -2.41  0.203
H  -4.23  -2.56  -2.31  0.470
H  2.29  4.82  3.55  0.461
H  -0.90  1.49  5.18  0.561
H  1.67  0.54  -4.77  0.449
H  -0.91  3.06  -4.13  0.298
H  -2.58  3.62  -4.17  0.420
H  -1.28  -2.11  3.27  0.551
H  3.68  -2.00  3.19  0.547
H  1.95  -1.56  -2.38  0.482
H  -0.06  -2.53  -2.96  0.258
H  -4.55  3.21  -1.74  0.400
H  -2.21  1.94  -4.56  0.316
H  6.15  -2.11  2.71  0.515
H  -0.70  4.42  -1.89  0.353
H  0.71  -5.60  1.80  0.544
H  -3.42  0.06  -4.13  0.252
H  -2.03  2.72  2.27  0.462
H  -1.41  4.18  -0.29  0.357
H  3.30  1.29  0.51  0.263
H  0.00  1.12  -4.73  0.323
H  2.42  -0.66  -0.91  -0.822
H  -0.61  -4.44  3.62  0.554
H  -4.45  -1.07  -1.38  0.283
H  -4.47  1.72  -2.68  0.329
H  3.20  -0.32  -2.47  0.673
H  3.05  -4.28  -1.80  0.242
H  2.66  -2.86  -0.90  0.059
H  5.77  1.23  0.08  0.514
H  0.59  2.79  0.16  0.146
H  -4.95  -2.88  2.01  0.239
H  -1.52  -3.42  -3.36  0.617
H  -6.41  -2.62  2.99  0.407
H  2.59  2.45  -2.97  0.546
H  -3.56  -2.42  -0.68  0.241

***

Density functional theory data (ωB97M-V/def2-TZVPD) for an isolated ion of composition C3H5O4P and charge -2 in a non-equilibrium geometry.

The maximum force is 2.582 eV/Å. The calculation puts the frontier orbital gap at 0.2546 hartree. As for the SMILES: C=C(C[O-])[P@@](=O)([O-])O. The total charge is -2. Its energy relative to the best compared isomer or geometry (same formula, charge and spin) is 4.1 kcal per mole.

Each line ends with the Mulliken charge.
Cartesian coordinates (Å):
P  1.66  -0.13  -0.17  0.763
O  2.44  -0.93  0.84  -0.809
O  2.05  -0.33  -1.61  -0.799
O  -0.83  2.11  0.28  -0.892
O  1.74  1.46  0.23  -0.587
C  -0.14  -0.40  0.03  0.250
C  -0.66  -1.60  0.12  -1.009
C  -1.34  0.94  0.01  -0.217
H  -1.74  -1.75  0.20  0.294
H  -1.78  0.82  -1.02  0.128
H  -0.07  -2.51  0.13  0.315
H  0.79  1.77  0.22  0.405
H  -2.11  0.56  0.75  0.159

***

no.,E (Eh)
1,-189.725167
2,-8539.621293
3,-1174.824633
4,-1862.260444
5,-4407.070309
6,-759.650913